(1)
# C20H20MoN5O3PS5Sb

C20H20MoN5O3PS5Sb as an isolated structure (ωB97M-V with the def2-TZVPD basis set, the OMol25 dataset).

Summary:
Total charge: +2
Maximum force, eV/Å: 0.75
Electronic energy, Eh: -3913.717901
Spin multiplicity: 2

```
56
Properties=species:S:1:pos:R:3:forces:R:3
Mo -0.548 -2.047 -0.022 0.138 0.346 -0.648
N 0.840 -1.245 3.104 0.079 -0.118 0.103
N 0.034 -1.941 4.018 0.044 0.050 0.132
C -1.046 -2.618 3.614 0.136 -0.009 -0.161
N -1.738 -3.304 4.510 -0.055 -0.042 -0.091
N -1.309 -2.543 2.283 -0.316 -0.110 0.109
N -2.258 -3.331 1.765 -0.115 -0.112 -0.034
O -3.071 -3.998 2.351 0.278 0.220 -0.056
O -2.210 -3.294 0.498 -0.210 -0.064 0.113
H 1.623 -1.834 2.818 -0.067 0.105 0.047
H 1.198 -0.421 3.575 -0.016 -0.027 -0.032
H 0.351 -2.061 4.973 -0.003 -0.018 -0.120
H -1.433 -3.347 5.470 -0.018 -0.005 -0.019
H -2.537 -3.855 4.224 0.107 0.089 -0.011
S 2.584 -4.143 -2.700 0.283 0.084 -0.330
Sb 0.967 -4.793 -1.404 0.278 -0.008 0.442
S -0.855 -2.417 -2.052 -0.151 0.234 0.573
S 1.103 -3.530 0.696 0.093 -0.166 -0.004
S -0.617 -6.258 -1.199 -0.318 -0.353 -0.043
O 0.884 -0.558 -0.105 -0.129 0.080 -0.052
P 0.564 0.775 -0.841 0.218 -0.232 0.137
C -1.086 1.077 -0.187 -0.199 0.004 -0.135
C -2.347 1.667 -0.781 0.065 -0.042 -0.033
C -3.420 1.989 0.160 -0.051 0.107 0.049
C -3.199 2.223 1.570 0.134 -0.138 -0.064
C -2.105 1.688 2.118 -0.103 0.069 -0.068
C -1.220 0.852 1.315 0.098 -0.064 0.152
C 1.724 2.016 -0.353 0.064 0.084 0.071
C 2.387 1.904 0.871 -0.007 -0.047 -0.017
C 3.253 2.903 1.275 0.022 0.041 -0.006
C 3.453 4.015 0.467 0.003 0.019 -0.013
C 2.799 4.130 -0.752 -0.010 -0.054 0.014
C 1.937 3.129 -1.169 -0.014 0.007 0.034
C 0.612 0.583 -2.602 -0.055 -0.038 -0.122
C -0.497 0.618 -3.448 -0.127 -0.005 0.055
C -0.351 0.361 -4.801 0.081 -0.006 0.048
C 0.899 0.042 -5.310 0.007 0.004 0.007
C 2.005 -0.018 -4.473 -0.038 0.009 -0.025
C 1.868 0.258 -3.125 0.053 0.024 0.059
H -2.397 2.086 -1.778 0.025 -0.061 0.058
H -4.316 2.392 -0.300 0.004 -0.002 -0.003
H -3.931 2.795 2.119 -0.023 0.029 0.060
H -1.871 1.832 3.163 0.017 -0.002 0.051
H -0.300 0.529 1.793 -0.080 0.059 -0.055
H 2.254 1.019 1.479 -0.030 -0.041 -0.001
H 3.786 2.816 2.210 0.004 -0.018 0.029
H 4.136 4.791 0.783 0.018 0.021 0.015
H 2.971 4.990 -1.382 0.004 0.024 -0.018
H 1.449 3.210 -2.131 -0.041 -0.010 -0.059
H -1.490 0.814 -3.068 0.037 0.001 0.007
H -1.210 0.398 -5.454 -0.065 0.000 -0.034
H 1.011 -0.167 -6.364 0.009 -0.008 -0.053
H 2.974 -0.277 -4.871 0.062 -0.016 -0.021
H 2.739 0.207 -2.482 -0.009 0.015 0.036
S -3.346 0.112 -0.404 -0.003 -0.010 -0.023
C -1.699 -0.220 0.337 -0.109 0.103 -0.047
```
Positions in Å, forces in eV/Å.


(2)
# C39H48BrIN6Ru

C39H48BrIN6Ru as an isolated structure (ωB97M-V with the def2-TZVPD basis set, the OMol25 dataset).

Summary:
Total charge: +3
Maximum force, eV/Å: 0.96
Electronic energy, Eh: -4809.188461
Spin multiplicity: 2

```
96
Properties=species:S:1:pos:R:3:forces:R:3
Ru 0.345 0.678 0.227 -0.397 0.829 -0.234
N -0.123 -0.634 2.016 0.250 0.319 0.407
C 0.374 -0.553 3.422 -0.085 -0.007 -0.017
C 1.899 -0.554 3.486 -0.029 0.067 -0.029
C 2.511 0.826 3.722 -0.003 -0.028 -0.085
C 1.928 1.930 2.859 -0.080 0.097 -0.055
N 2.019 1.653 1.396 0.409 -0.297 -0.266
H -1.139 -0.628 2.048 -0.018 -0.054 -0.002
H 0.106 -1.568 1.684 -0.045 0.000 -0.036
H -0.038 -1.388 3.992 0.001 -0.015 -0.019
H -0.042 0.356 3.853 0.018 -0.008 0.056
H 2.276 -0.968 2.546 0.021 -0.072 0.013
H 2.243 -1.238 4.261 -0.007 0.038 0.041
H 3.593 0.775 3.573 0.003 0.011 0.015
H 2.366 1.119 4.763 -0.013 -0.016 0.010
H 2.454 2.862 3.076 -0.004 -0.002 0.008
H 0.878 2.099 3.092 0.009 0.014 0.020
H 2.908 1.190 1.219 0.088 0.113 0.054
H 2.097 2.553 0.928 0.072 -0.014 -0.017
C -1.872 -1.821 -1.698 0.022 0.026 -0.020
C -2.649 -1.679 -0.422 0.010 0.000 0.057
C -3.501 -2.698 -0.013 0.033 -0.003 0.006
C -4.265 -2.583 1.139 -0.009 -0.003 -0.006
C -4.178 -1.438 1.907 0.022 0.006 0.023
C -3.344 -0.385 1.536 -0.006 -0.078 0.002
C -3.282 0.844 2.408 -0.019 0.013 0.008
C -2.590 -0.520 0.362 0.040 0.150 0.065
N -1.736 0.590 -0.007 0.020 -0.679 -0.675
C -2.316 1.628 -0.527 0.079 0.128 0.250
C -3.747 1.705 -0.949 -0.002 0.008 0.104
C -1.455 2.815 -0.605 0.019 -0.147 -0.267
C -2.027 4.124 -1.041 0.064 -0.048 -0.086
N -0.238 2.608 -0.211 -0.341 0.032 0.724
C 0.595 3.768 0.053 -0.056 -0.104 0.098
C 1.643 4.127 -0.796 0.006 0.074 -0.020
C 1.924 3.435 -2.100 0.001 -0.019 -0.001
C 2.453 5.194 -0.412 -0.018 0.017 -0.018
C 2.233 5.879 0.769 0.007 -0.004 0.008
C 1.179 5.511 1.591 -0.016 -0.001 -0.021
C 0.341 4.457 1.250 0.052 -0.007 0.024
C -0.803 4.095 2.159 -0.029 -0.002 -0.021
H -1.982 -2.826 -2.103 -0.031 0.012 -0.001
H -0.811 -1.620 -1.548 0.030 0.019 -0.004
H -2.225 -1.120 -2.459 0.012 0.009 -0.005
H -3.579 -3.589 -0.624 -0.008 0.007 -0.006
H -4.935 -3.381 1.430 0.004 -0.003 0.003
H -4.772 -1.343 2.808 0.004 0.000 0.002
H -3.318 0.563 3.461 -0.023 0.004 -0.002
H -4.139 1.496 2.230 0.011 0.008 -0.023
H -2.380 1.431 2.241 -0.001 -0.009 0.011
H -4.211 0.724 -0.989 -0.003 0.005 -0.016
H -3.820 2.181 -1.928 -0.008 -0.003 -0.001
H -4.320 2.327 -0.256 -0.004 0.004 -0.007
H -2.405 4.048 -2.063 0.001 0.010 -0.003
H -1.291 4.921 -1.002 0.000 0.011 0.005
H -2.877 4.392 -0.411 0.000 0.013 0.004
H 1.024 3.016 -2.543 0.001 0.029 -0.011
H 2.653 2.630 -1.974 -0.021 -0.020 0.002
H 2.346 4.143 -2.811 0.020 -0.005 0.008
H 3.262 5.495 -1.067 -0.001 0.001 -0.001
H 2.873 6.705 1.045 0.002 -0.002 0.000
H 0.995 6.053 2.510 0.000 0.001 0.000
H -0.610 4.448 3.171 0.001 0.003 0.001
H -0.971 3.017 2.196 0.012 0.000 -0.004
H -1.734 4.564 1.833 -0.009 -0.004 -0.014
N 2.042 -0.805 -0.082 -0.461 -0.675 0.057
C 2.639 -0.576 -1.375 -0.025 0.173 0.022
C 3.924 -0.901 -1.694 -0.021 -0.059 -0.072
C 4.382 -0.716 -3.018 0.043 -0.027 0.036
C 3.536 -0.262 -3.986 -0.039 0.003 -0.020
C 2.206 0.105 -3.663 0.023 -0.015 0.032
C 1.280 0.592 -4.613 0.001 -0.004 -0.043
C 0.038 0.964 -4.192 -0.023 -0.033 -0.015
C -0.263 0.919 -2.820 0.033 -0.107 0.020
N 0.563 0.480 -1.894 0.260 0.441 -0.094
C 1.781 0.008 -2.326 0.019 -0.040 0.082
H 2.754 -0.982 0.620 -0.008 0.131 0.039
H 1.488 -1.660 -0.135 0.224 -0.062 -0.083
H 4.587 -1.328 -0.951 -0.009 -0.010 0.006
H 5.404 -0.973 -3.263 0.001 0.007 -0.001
H 3.872 -0.164 -5.011 -0.001 0.012 0.000
H 1.562 0.660 -5.656 0.013 0.016 0.006
H -0.707 1.329 -4.884 -0.012 0.004 0.016
H -1.223 1.280 -2.487 -0.015 0.033 -0.022
Br -0.116 -7.187 2.518 0.006 0.017 0.079
C -0.128 -7.598 0.749 -0.002 -0.027 -0.105
C -0.289 -8.961 0.392 0.001 0.010 -0.021
C -0.312 -9.312 -0.923 0.003 -0.005 -0.045
C -0.173 -8.316 -1.924 -0.009 -0.034 0.026
C -0.008 -6.970 -1.598 0.005 -0.030 0.052
C 0.018 -6.588 -0.277 0.048 0.077 0.042
I 0.266 -4.586 0.180 -0.113 -0.237 -0.018
H -0.391 -9.703 1.172 -0.003 0.025 0.024
H -0.436 -10.348 -1.208 0.002 0.007 -0.021
H -0.194 -8.608 -2.967 0.006 0.000 -0.001
H 0.103 -6.235 -2.382 -0.006 -0.011 -0.014
```
Positions in Å, forces in eV/Å.


(3)
# C9H18ClGdIN2OPS

C9H18ClGdIN2OPS as an isolated structure (ωB97M-V with the def2-TZVPD basis set, the OMol25 dataset).

Summary:
Total charge: +2
Maximum force, eV/Å: 16.85
Electronic energy, Eh: -2800.939037
Spin multiplicity: 8

```
35
Properties=species:S:1:pos:R:3:forces:R:3
C 3.329 -1.819 -4.543 0.165 -0.431 -0.212
I 2.141 -0.607 -3.202 -0.033 0.163 0.002
H 3.493 -2.784 -4.060 -0.089 0.287 -0.051
H 4.276 -1.296 -4.715 -0.400 0.015 0.231
H 2.767 -1.931 -5.474 0.039 0.135 0.376
Gd -0.127 -0.125 -0.032 2.304 -5.469 3.683
P -2.306 -0.814 -1.261 -1.154 -0.632 -0.652
C -2.920 0.243 -2.532 -0.353 0.656 -0.729
C -2.027 -2.433 -1.975 0.368 -0.451 -0.184
H -3.263 -1.675 0.776 -0.133 0.093 -0.309
H -4.462 -1.450 -0.544 -0.078 0.041 0.164
H -3.871 -0.042 0.398 -0.070 -0.266 -0.171
C -3.597 -1.015 -0.036 -0.213 0.142 0.570
H -1.645 -3.131 -1.217 -0.217 0.196 -0.210
H -2.987 -2.786 -2.362 0.101 -0.109 -0.049
H -3.826 -0.216 -2.932 -0.046 0.217 -0.197
H -2.178 0.365 -3.334 -0.229 -0.116 0.139
H -1.294 -2.372 -2.791 -0.242 -0.019 0.143
H -3.153 1.241 -2.134 -0.062 -0.280 -0.114
C -0.167 1.556 -1.251 0.230 13.823 -9.637
O -0.103 2.550 -1.927 -0.423 -6.905 4.664
Cl -0.374 -2.058 1.209 -0.655 -2.458 1.589
C 3.607 1.601 3.603 -0.622 -0.014 -0.049
N 2.110 1.596 3.462 0.153 -0.150 -0.340
C 1.192 1.966 4.436 0.438 -0.188 -0.421
C -0.034 1.830 3.930 0.112 -0.296 -0.733
N 0.102 1.371 2.618 0.236 -0.061 -0.252
C 1.441 1.232 2.350 -0.504 0.401 0.939
S 2.124 0.722 0.908 1.903 0.583 -0.758
H 3.986 0.589 3.451 -0.101 0.124 0.003
H 4.036 2.277 2.863 -0.112 -0.085 0.054
H 3.874 1.943 4.608 -0.277 -0.084 -0.251
H 1.496 2.292 5.399 0.166 0.170 0.499
H -0.967 2.012 4.359 -1.174 0.231 0.549
H -0.674 1.167 1.951 0.972 0.733 1.715
```
Positions in Å, forces in eV/Å.


(4)
# C10H10N2O2

One molecule with the formula C10H10N2O2 (ωB97M-V with the def2-TZVPD basis set, the OMol25 dataset).

Summary:
Total charge: 0
Maximum force, eV/Å: 4.20
Electronic energy, Eh: -646.931589

```
24
Properties=species:S:1:pos:R:3:forces:R:3
C -3.520 -0.564 -0.675 0.193 0.364 0.308
C -3.226 0.352 0.344 -4.116 0.290 -0.763
C -2.460 -1.120 -1.373 0.256 -0.040 1.287
C -1.970 0.579 0.722 2.168 1.527 1.254
C -1.184 -1.026 -0.883 -0.641 1.933 2.644
C -0.927 -0.202 0.263 1.648 -1.177 -1.779
C 1.887 1.860 0.510 0.720 0.054 0.381
C 1.305 -1.269 1.104 0.023 1.353 0.217
C 2.639 0.127 -1.077 -0.539 -1.317 0.612
C 0.525 -0.051 0.687 -1.237 -0.522 0.116
N 0.883 1.205 0.980 -0.155 1.317 0.149
N 2.714 1.323 -0.414 0.444 -1.650 -1.497
O 2.401 -1.005 1.904 -0.631 -0.788 -0.619
O 1.058 -2.385 0.761 -0.049 -0.478 -0.070
H -4.541 -0.818 -0.860 -0.457 0.061 -0.505
H -4.077 0.996 0.789 1.468 -1.301 -0.726
H -2.448 -1.752 -2.203 -1.226 -0.885 -1.373
H -1.814 1.481 1.317 0.435 -0.605 0.367
H -0.450 -1.573 -1.377 1.500 -0.678 -0.480
H 2.161 2.916 0.728 -0.683 -0.923 0.255
H 2.354 -0.762 -0.536 0.475 0.289 -0.567
H 3.028 -0.014 -2.096 -0.143 0.665 0.654
H 2.285 -0.144 2.298 0.010 0.695 0.192
H 3.377 1.849 -0.914 0.537 1.816 -0.057
```
Positions in Å, forces in eV/Å.